Record 1
This record from the Open Molecules 2025 dataset describes a structure of composition C10H17BBrClF8InO2. The level of theory is ωB97M-V/def2-TZVPD.

Orbital gap   6.71 eV
2S+1   1
Total charge   -1
HOMO energy   -4.32 eV

Atoms and positions in Å:
C (-2.3165, -4.3003, 3.4162)
C (-3.0613, -3.1713, 2.6647)
B (-1.9818, -2.1152, 2.1978)
O (-1.5966, -2.2231, 0.8561)
In (-1.0955, -0.4504, 3.5153)
Br (1.4015, -1.0730, 4.1640)
C (-1.0151, 1.5479, 2.5597)
C (0.0911, 2.4407, 3.1420)
C (1.4614, 2.0956, 2.5611)
Cl (1.9160, 3.2195, 1.2054)
H (-2.7925, -5.2687, 3.2436)
H (-1.2704, -4.3876, 3.1039)
H (-2.3063, -4.1128, 4.4912)
H (-3.8292, -2.7489, 3.3202)
H (-3.5768, -3.5862, 1.7873)
H (-0.6428, -2.3345, 0.7771)
H (-1.9070, -0.2148, 5.0789)
H (-0.8345, 1.4513, 1.4829)
H (-1.9954, 2.0125, 2.7093)
H (0.1678, 2.3103, 4.2277)
H (-0.1004, 3.5011, 2.9378)
H (1.4738, 1.0991, 2.1257)
H (2.2621, 2.1698, 3.2921)
C (0.0853, 1.6051, -3.2351)
C (0.6176, 0.8231, -2.0265)
C (2.0628, 1.0907, -1.5900)
F (2.9233, 0.7350, -2.5766)
F (2.3298, 0.3320, -0.5107)
F (0.4318, -0.5001, -2.2126)
F (-0.1532, 1.2200, -0.9782)
O (0.0882, 0.9366, -4.4878)
C (1.1374, 0.9750, -5.3473)
C (1.6879, -0.4313, -5.6402)
F (2.1311, -1.0153, -4.5156)
F (2.7268, -0.3209, -6.5035)
F (2.1104, 1.8127, -4.9536)
F (0.6727, 1.4411, -6.5416)
H (-0.9706, 1.7506, -3.0158)
H (0.5509, 2.5884, -3.2989)
H (2.2098, 2.1414, -1.3349)
H (0.9063, -1.0452, -6.0911)

***

Record 2
This record from the Open Molecules 2025 dataset describes a structure of composition C10H17Cl11CuF3O3S. The level of theory is ωB97M-V/def2-TZVPD.

Orbital gap (spin up / spin down)   6.36 / 3.13 eV
2S+1   2
Total charge   +1
HOMO energy (spin up / spin down)   -12.39 / -12.39 eV

Atoms and positions in Å:
Cu (21.4856, -1.7895, 15.1424)
C (20.4371, -3.6384, 11.3647)
F (21.7121, -3.5275, 11.0715)
F (19.7697, -3.2215, 10.3027)
F (20.1642, -4.9941, 11.4534)
S (19.8316, -2.7212, 13.0248)
O (20.4801, -1.4361, 13.0950)
O (18.3798, -2.6640, 12.9169)
O (20.3138, -3.3302, 14.2993)
Cl (21.3500, -6.8365, 5.8980)
C (21.7178, -5.3847, 6.9558)
C (21.9943, -5.8551, 8.3631)
Cl (23.0981, -7.2693, 8.5240)
H (20.8823, -4.6849, 6.9394)
H (22.5932, -4.9337, 6.4884)
H (21.0625, -6.1743, 8.8300)
H (22.5010, -5.0899, 8.9511)
Cl (23.3602, -4.1557, 15.4664)
C (22.3227, -5.3146, 16.3028)
C (21.7080, -4.7940, 17.5653)
Cl (21.0313, -3.1735, 17.2980)
H (22.8507, -6.2643, 16.3886)
H (21.5145, -5.5286, 15.6035)
H (22.5014, -4.7495, 18.3112)
H (20.9461, -5.3927, 18.0645)
Cl (17.2642, -8.0498, 9.4727)
C (16.9691, -6.8334, 10.8006)
C (17.7984, -7.1588, 12.0529)
Cl (17.0903, -8.6358, 12.7844)
H (15.9016, -6.7624, 11.0092)
H (17.3441, -5.8782, 10.4331)
H (17.5638, -6.3749, 12.7731)
H (18.8470, -7.2029, 11.7585)
Cl (20.0617, 1.3965, 10.7574)
C (21.0162, 0.0151, 10.0968)
C (20.6873, -0.2246, 8.6194)
Cl (18.9426, -0.8458, 8.6639)
H (20.7647, -0.8753, 10.6730)
H (22.0784, 0.2520, 10.1579)
H (21.2840, -0.9593, 8.0788)
H (20.7056, 0.7022, 8.0460)
C (16.7202, -0.0860, 12.4020)
Cl (16.2159, 1.5644, 11.9587)
Cl (15.3429, -1.0947, 11.8342)
Cl (16.8889, -0.2791, 14.1442)
H (17.6188, -0.3368, 11.8384)

***

Record 3
This record from the Open Molecules 2025 dataset describes a structure of composition C10H17ClIInNOPS. The level of theory is ωB97M-V/def2-TZVPD.

Orbital gap (spin up / spin down)   5.50 / 5.66 eV
2S+1   1
Total charge   +2
HOMO energy (spin up / spin down)   -15.07 / -15.09 eV

Atoms and positions in Å:
C (2.1434, -1.6836, -0.6574)
I (1.9002, 0.3808, -0.2202)
H (1.1527, -2.0270, -0.5837)
H (2.6435, -1.9204, 0.2747)
H (2.7487, -1.9159, -1.5381)
In (-2.2271, -2.2622, 0.7743)
P (-0.0831, -0.3506, -2.6056)
C (1.1706, 0.2200, -3.8253)
C (-1.0041, -1.5056, -3.7301)
H (-2.0959, 1.0044, -2.1587)
H (-1.4526, 1.1891, -3.8411)
H (-0.6235, 2.0026, -2.4696)
C (-1.1884, 1.1100, -2.7751)
H (-1.9856, -1.7894, -3.2990)
H (-1.1259, -0.9502, -4.6803)
H (0.7322, 0.1255, -4.8173)
H (2.0589, -0.4040, -3.7670)
H (-0.3771, -2.4001, -3.8925)
H (1.4411, 1.2581, -3.6303)
C (5.5116, -1.1105, -0.9947)
O (6.0725, -0.4304, -0.3004)
Cl (-3.7361, -0.6213, 0.0479)
S (-0.1179, -1.5651, 2.6525)
C (-0.5305, -0.1096, 3.4419)
N (-1.8772, 0.1261, 3.6773)
C (-2.3429, 1.2626, 4.2854)
C (-1.4513, 2.2567, 4.6393)
C (-0.0746, 2.0233, 4.5128)
C (0.3980, 0.8390, 3.9195)
H (-2.5410, -0.6113, 3.4091)
H (-3.4096, 1.2917, 4.4477)
H (-1.8318, 3.2101, 4.9911)
H (0.6379, 2.7732, 4.8445)
H (1.4648, 0.5843, 3.8686)

***

Record 4
This record from the Open Molecules 2025 dataset describes a structure of composition C10H17ClIN4O2P. The level of theory is ωB97M-V/def2-TZVPD.

Orbital gap   4.34 eV
2S+1   1
Total charge   0
HOMO energy   -5.75 eV

Atoms and positions in Å:
C (4.2999, -1.2054, 0.5322)
C (3.6157, -0.2007, -0.5706)
C (3.1194, 1.0954, 0.2567)
C (1.6002, 1.4521, -0.1567)
C (0.5246, 1.3399, 1.0378)
C (-0.9156, 1.7443, 0.4395)
C (-1.9790, 0.5661, 0.2407)
C (-3.4776, 0.9294, 0.4334)
N (-4.0745, 2.2366, 0.7752)
N (-4.2763, -0.2646, 0.1681)
Cl (-5.9899, -0.4159, 0.2018)
C (-3.2864, -1.2718, -0.1602)
O (-3.5297, -2.6351, -0.5485)
C (-3.4132, -2.6121, -1.9917)
N (-3.1600, -2.5820, -3.1805)
N (-1.8903, -0.8545, -0.1407)
P (-0.4069, -1.7645, -0.5251)
O (0.4441, -2.1442, 0.7464)
H (4.6390, -0.5907, 1.4496)
H (5.2456, -1.6832, 0.0824)
H (3.5690, -2.0249, 0.8505)
H (2.6977, -0.7531, -0.9798)
H (4.3840, 0.0648, -1.3944)
H (3.1773, 0.9855, 1.3930)
H (3.8302, 1.9597, -0.0566)
H (1.2150, 0.8849, -1.0843)
H (1.6079, 2.5713, -0.4753)
H (0.5549, 0.3639, 1.6313)
H (0.8037, 2.1784, 1.7932)
H (-1.3902, 2.4735, 1.2095)
H (-0.8164, 2.3582, -0.5355)
H (-3.4719, 2.9586, 0.3406)
H (-4.1493, 2.3619, 1.7953)
H (-0.8649, -3.0264, -1.0788)
H (0.3746, -1.1621, -1.5835)
I (1.3891, -3.3333, -0.9148)

***

Record 5
This record from the Open Molecules 2025 dataset describes a cluster of 2 separate species, C10H17N in total. The level of theory is ωB97M-V/def2-TZVPD.

Orbital gap   9.52 eV
2S+1   1
Total charge   0
SMILES   C#CC[C@@H]1CN1.CC=C(C)C
HOMO energy   -8.57 eV

Atoms and positions in Å:
C (0.1373, 1.5909, -0.6461)
C (-0.8659, 1.3629, 0.4573)
C (-2.1717, 1.5594, 0.4369)
C (-2.9511, 2.0741, -0.7441)
C (-3.0194, 1.2712, 1.6527)
C (1.1050, 0.0863, 2.0588)
C (1.4775, -0.8566, 1.3806)
C (1.9020, -1.9835, 0.5634)
C (1.2660, -1.9823, -0.8162)
C (2.0307, -2.4939, -1.9689)
H (0.9161, 2.3049, -0.3278)
H (0.6671, 0.6686, -0.8798)
H (-0.3244, 1.9680, -1.5672)
H (-0.4316, 0.9968, 1.3538)
H (-3.4786, 3.0037, -0.4718)
H (-2.3234, 2.2746, -1.6207)
H (-3.7238, 1.3389, -1.0400)
H (-3.7947, 0.5197, 1.4290)
H (-2.4107, 0.9018, 2.4894)
H (-3.5545, 2.1811, 1.9858)
H (0.8122, 0.9200, 2.6621)
H (1.6553, -2.9238, 1.0729)
H (2.9957, -1.9679, 0.4624)
H (0.1676, -2.0899, -0.8128)
H (3.0536, -2.8444, -1.7842)
H (1.5256, -2.9912, -2.7996)
H (2.5460, -0.5615, -1.5271)
N (1.7487, -1.0671, -1.8387)

***

Record 6
This record from the Open Molecules 2025 dataset describes the ion C10H17N2O with charge +1. The level of theory is ωB97M-V/def2-TZVPD.

Orbital gap   9.91 eV
2S+1   1
Total charge   +1
SMILES   O=C(C1=NCCC1)[NH+]1CCCCC1
HOMO energy   -13.93 eV

Atoms and positions in Å:
C (-1.1743, -1.0064, -0.2748)
C (1.3050, 0.3886, 2.3386)
C (-0.3217, 1.2059, -3.3658)
C (1.6318, -0.7051, 1.3323)
C (-0.0734, 1.0304, 1.9960)
C (-1.0695, -0.0074, -2.8518)
C (0.7629, 1.4448, -2.2254)
C (0.5944, -1.7370, 1.4200)
C (-1.1650, -0.1034, 2.1140)
C (-0.5894, -0.0617, -1.4395)
N (0.4027, 0.6587, -1.1443)
N (-0.7964, -1.2944, 1.1747)
O (-2.0768, -1.7191, -0.5442)
H (1.3461, 0.1323, 3.4765)
H (1.9863, 1.2610, 2.1797)
H (0.2105, 0.8835, -4.2517)
H (-0.9781, 1.9710, -3.5412)
H (1.6855, -0.2094, 0.3154)
H (2.5879, -1.1719, 1.3113)
H (-0.2305, 1.8682, 2.7428)
H (-0.0276, 1.4125, 0.9813)
H (-2.1363, 0.1567, -2.9122)
H (-0.7987, -0.8045, -3.4723)
H (1.7242, 0.9456, -2.6367)
H (0.9409, 2.4773, -1.8821)
H (0.7880, -2.5799, 0.6848)
H (0.7225, -2.1322, 2.3937)
H (-1.4321, -0.3898, 3.1815)
H (-2.1431, 0.0389, 1.5302)
H (-1.6758, -1.9534, 1.3692)

***

Record 7
This record from the Open Molecules 2025 dataset describes the ion C10H17N2O2 with charge -1. The level of theory is ωB97M-V/def2-TZVPD.

Orbital gap   7.65 eV
2S+1   1
Total charge   -1
SMILES   CC(C)[C@](C#N)(NC(=O)[O-])C(C)(C)C
HOMO energy   -4.45 eV

Atoms and positions in Å:
C (0.3736, -0.9587, 1.6285)
C (-2.8593, 0.2872, -0.1154)
C (-1.0151, -2.2946, -0.5538)
C (1.1576, -1.6566, -1.5567)
C (2.1848, 0.7189, 0.5605)
C (0.2348, 1.9938, 1.5275)
C (0.4099, 1.7091, -0.9224)
C (-0.0523, -1.1235, -0.7693)
C (-0.0510, -0.2374, 0.4658)
C (0.6879, 1.0725, 0.3824)
N (0.5949, -1.5877, 2.5606)
N (-1.7579, 0.2154, 0.8446)
O (-3.9830, 0.0211, 0.3551)
O (-2.5474, 0.7250, -1.2200)
H (-0.7107, -2.7108, 0.3726)
H (-2.1014, -2.0027, -0.4752)
H (-0.9922, -3.1058, -1.2253)
H (1.8173, -0.7610, -1.8963)
H (1.9105, -2.1822, -0.9141)
H (0.8686, -2.3046, -2.4917)
H (2.4488, 0.4379, -0.4181)
H (2.2016, -0.0070, 1.3790)
H (2.8023, 1.6637, 0.8306)
H (-0.8280, 2.3423, 1.3063)
H (0.4863, 1.5084, 2.5803)
H (0.7579, 2.8381, 1.3222)
H (-0.6217, 1.8844, -1.0440)
H (0.4562, 1.1524, -1.8276)
H (0.9166, 2.6545, -1.1899)
H (-0.6877, -0.3713, -1.2626)
H (-2.1019, 0.0790, 1.7664)

***

Record 8
This record from the Open Molecules 2025 dataset describes the molecule C10H17N3O2. The level of theory is ωB97M-V/def2-TZVPD.

Orbital gap   10.23 eV
2S+1   1
Total charge   0
SMILES   [H]/N=C\C[C@@H]1C(=O)NC[C@H]1CC(=O)N(C)C
HOMO energy   -9.72 eV

Atoms and positions in Å:
C (3.0514, -1.4334, 0.3917)
N (1.9772, -0.4522, 0.1794)
C (2.1098, 0.6786, 1.1162)
C (1.9408, -0.0289, -1.1859)
O (2.9182, -0.0604, -1.8791)
C (0.5690, 0.2317, -1.8091)
C (-0.6205, 0.8117, -1.0475)
C (-0.5005, 2.2642, -0.5409)
N (-1.4652, 2.3894, 0.5720)
C (-2.0725, 1.1126, 0.7752)
O (-3.1076, 0.9539, 1.3500)
C (-1.2221, 0.0354, 0.1338)
C (-1.9914, -1.2197, -0.2436)
C (-2.3605, -2.0702, 0.9432)
N (-3.4825, -2.5601, 1.2336)
H (2.9816, -1.7985, 1.4176)
H (2.9036, -2.2742, -0.2865)
H (4.0487, -1.0152, 0.2189)
H (2.8926, 0.4398, 1.8378)
H (1.1836, 0.8608, 1.6685)
H (2.4089, 1.6033, 0.6178)
H (0.2780, -0.7661, -2.1661)
H (0.7556, 0.8289, -2.7061)
H (-1.4302, 0.8479, -1.7902)
H (0.5038, 2.5665, -0.2399)
H (-0.8015, 2.9415, -1.3449)
H (-1.0477, 2.6843, 1.4482)
H (-0.4410, -0.2074, 0.8587)
H (-2.8971, -0.9519, -0.8002)
H (-1.3616, -1.8370, -0.8975)
H (-1.5280, -2.3094, 1.6167)
H (-4.1929, -2.2655, 0.5583)

***

Which value of total charge does entry 5 give?
0

***

The highest 2S+1 belongs to which entry?
C10H17Cl11CuF3O3S